1.
Molecular formula: C34H30CdF6N6O5S
Method: DFT, ωB97M-V with the def2-TZVPD basis set

E_HOMO: -8.328 eV
lowest unoccupied orbital energy: -0.6 eV
maximum force: 0.01567 Eh/bohr
electronic energy: -3183.54166 Eh
energy relative to the best compared isomer or geometry (same formula, charge and spin): 8.74 kcal per mole
gap between HOMO and LUMO: 7.77 eV

Element x y z (Å)
Cd1 0.59889 0.69355 1.74647
C1 4.16504 1.23148 -1.79462
O1 3.95997 -0.15862 -1.43987
C2 2.87952 -0.16147 -0.63109
N1 2.30551 0.92347 -0.34720
C3 3.04101 1.99104 -1.03650
C4 2.18786 2.81991 -1.96888
C5 2.81461 3.76774 -2.77688
C6 2.07520 4.54549 -3.65347
C7 0.69724 4.38085 -3.73666
C8 0.07067 3.43866 -2.93460
C9 0.81152 2.66261 -2.04883
C10 2.45506 -1.47341 -0.11209
C11 3.24363 -2.60926 -0.23930
C12 2.78327 -3.78887 0.32231
C13 1.57090 -3.78573 0.99519
C14 0.87141 -2.59156 1.06893
N2 1.29274 -1.46691 0.51519
C15 -0.40106 -2.46173 1.81132
N3 -0.95033 -1.35692 2.07678
C16 -2.13690 -1.63945 2.90694
C17 -2.22328 -3.18076 2.86965
O2 -0.98239 -3.59842 2.24095
C18 -3.38287 -0.89849 2.47154
C19 -3.29182 0.41965 2.03657
C20 -4.43275 1.13104 1.70267
C21 -5.68246 0.53553 1.80278
C22 -5.78355 -0.77296 2.25018
C23 -4.63933 -1.48440 2.58723
H1 4.06326 1.32157 -2.87342
H2 5.17086 1.51829 -1.49627
H3 3.45560 2.64940 -0.27109
H4 3.89044 3.90813 -2.71423
H5 2.57397 5.28030 -4.27400
H6 0.11699 4.98978 -4.41869
H7 -1.00269 3.29714 -2.98308
H8 0.30310 1.96936 -1.38654
H9 4.18887 -2.55392 -0.75927
H10 3.36728 -4.69622 0.24658
H11 1.17506 -4.67331 1.46797
H12 -1.89627 -1.30186 3.91839
H13 -3.04873 -3.53984 2.25809
H14 -2.26880 -3.63847 3.85314
H15 -2.32597 0.89831 1.95594
H16 -4.33717 2.15281 1.35457
H17 -6.57440 1.08986 1.53851
H18 -6.75464 -1.24292 2.34306
H19 -4.74398 -2.49770 2.95845
N4 0.21007 -0.63532 -2.56276
C24 -0.90664 -0.92252 -1.85530
S1 -1.99180 0.22795 -1.34891
N5 -1.10214 -2.23895 -1.53194
C25 -0.64869 -3.41382 -2.17293
C26 -0.78822 -4.61191 -1.47338
C27 -0.40781 -5.81084 -2.05190
C28 0.12862 -5.83464 -3.33224
C29 0.26189 -4.64401 -4.03079
C30 -0.12664 -3.43670 -3.46548
H20 0.43481 0.34364 -2.63582
H21 0.97550 -1.29193 -2.57111
H22 -1.88346 -2.35130 -0.90444
H23 -1.20257 -4.59731 -0.47047
H24 -0.53365 -6.73365 -1.49889
H25 0.42839 -6.77170 -3.78337
H26 0.65345 -4.65032 -5.04052
H27 -0.05027 -2.52345 -4.03837
O3 0.50605 0.18980 3.95886
N6 1.65774 -0.28144 4.03496
O4 2.28207 -0.24551 2.94498
C31 -0.42619 4.87543 0.78013
C32 0.14805 3.75580 1.64949
O5 0.03607 2.55755 1.00739
C33 1.64013 4.08421 1.92821
F1 1.79721 5.08995 2.80423
F2 2.31209 3.01781 2.40018
F3 2.26782 4.45301 0.79410
C34 -0.61406 3.75527 3.02283
F4 -1.05417 4.97140 3.38680
F5 -1.69684 2.96169 2.94344
F6 0.13591 3.28567 4.03563
H28 0.12863 4.90885 -0.15365
H29 -0.37677 5.84592 1.27081
H30 -1.46467 4.62864 0.55743


2.
Molecular formula: C4H11N3
Method: DFT, ωB97M-V with the def2-TZVPD basis set

E_HOMO: -8.729 eV
lowest unoccupied orbital energy: 0.9 eV
maximum force: 0.08624 Eh/bohr
electronic energy: -323.14574 Eh
energy relative to the best compared isomer or geometry (same formula, charge and spin): 100.90 kcal per mole
gap between HOMO and LUMO: 9.59 eV

Element x y z (Å)
C1 1.53256 -1.65352 0.91355
N1 1.04069 -1.04298 1.92392
N2 -0.49137 0.95358 0.91791
H1 1.74225 -0.59377 2.51970
H2 0.17092 1.40784 1.51856
H3 -1.02314 0.16165 1.23998
H4 1.63804 -0.66056 -0.89467
H5 0.82506 -2.20125 0.29267
H6 2.58835 -1.91836 0.81124
C2 -0.38069 1.21896 -0.44227
C3 -1.40429 0.58455 -1.30354
C4 -2.05490 -0.54112 -1.04399
N3 0.09477 2.34514 -0.88458
H7 0.48749 2.93463 -0.15487
H8 1.31462 0.05921 -1.22806
H9 -1.46921 1.04357 -2.27889
H10 -1.95382 -1.07517 -0.11022
H11 -2.65733 -1.02241 -1.79644